Entry from the OMol25 dataset: an isolated molecule of C4H5NO (ωB97M-V with the def2-TZVPD basis set).

ORCA input file:
```
! wB97M-V def2-TZVPD RIJCOSX def2/J DEFGRID3
* xyz 0 1
C -2.10781 -0.19693 0.09645
C -0.78410 -0.74626 0.57699
C 0.42581 -0.08044 0.14954
C 1.50510 0.38805 -0.13965
O -0.72444 -1.71014 1.31859
N 2.71581 0.89830 -0.41781
H -2.10097 0.01443 -0.97719
H -2.32793 0.74383 0.61401
H -2.88231 -0.92908 0.33579
H 3.48383 0.26657 -0.23654
H 2.79702 1.35169 -1.32019
*
```

The gap between HOMO and LUMO is 9.940 eV. The calculation puts the energy above the lowest of the compared OMol25 structures with the same formula, charge and spin at 179.12 kJ/mol. The value obtained for the HOMO energy is -9.28 eV. Its electronic energy is -285.34636 a.u. Its structure (SMILES) is CC(=O)C#CN.

Entry from the OMol25 dataset: a structure of composition C26H19BF6O in a non-equilibrium geometry (ωB97M-V with the def2-TZVPD basis set).

ORCA input file:
```
! wB97M-V def2-TZVPD RIJCOSX def2/J DEFGRID3
* xyz 0 1
C 1.95219 0.82800 -2.94965
O 0.67389 1.11368 -2.38564
C -0.09011 0.08041 -1.92088
C -1.50129 0.13909 -2.44545
C -2.29419 -1.00110 -2.69443
C -3.57269 -0.90689 -3.25261
C -4.07597 0.33510 -3.64494
C -3.32351 1.48433 -3.41102
C -2.06484 1.38577 -2.80259
H 2.32701 1.76212 -3.36955
H 2.65017 0.50462 -2.16938
H 1.83481 0.08152 -3.75317
H 0.36559 -0.92669 -1.94088
H -1.88923 -1.96357 -2.38056
H -4.17525 -1.80389 -3.40688
H -5.02906 0.40310 -4.15741
H -3.69560 2.46029 -3.72380
H -1.47815 2.26726 -2.56283
F 3.59945 0.15275 1.30482
C 2.81766 1.27694 1.26099
C 3.41292 2.47724 1.62519
C 2.68345 3.66281 1.48591
C 1.41257 3.63756 0.90008
C 0.88210 2.41051 0.55253
F -0.32001 2.40316 -0.10272
C 1.49751 1.18767 0.81183
B 0.62464 -0.13520 0.69739
C 1.35370 -1.50518 1.09320
C 1.87149 -2.38606 0.15482
F 1.98736 -1.98330 -1.15801
C 2.40399 -3.63762 0.43999
C 2.53189 -4.02211 1.77561
C 2.12097 -3.13858 2.77748
C 1.54092 -1.92652 2.41479
F 1.23358 -1.05470 3.42198
C -0.79811 -0.10994 1.44594
C -1.79051 -0.99536 1.04499
F -1.47048 -1.89827 0.05343
C -3.06531 -1.06571 1.58034
C -3.34997 -0.30985 2.72324
C -2.37404 0.55135 3.22893
C -1.14022 0.62414 2.58530
F -0.22473 1.48747 3.11108
H 0.33466 -0.08079 -0.57160
H 4.42413 2.46986 2.01300
H 3.10260 4.60698 1.79875
H 0.82911 4.52941 0.69535
H 2.73225 -4.24864 -0.39708
H 2.96999 -4.98649 2.02569
H 2.24932 -3.36884 3.83016
H -3.79961 -1.68749 1.07473
H -4.32656 -0.37930 3.19138
H -2.57050 1.19897 4.08215
*
```

The gap between HOMO and LUMO is 7.976 eV. The value obtained for the HOMO energy is -8.78 eV. Its electronic energy is -1701.38820 a.u.

Entry from the OMol25 dataset: an isolated molecule of C10H9NO in a non-equilibrium geometry (ωB97M-V with the def2-TZVPD basis set).

ORCA input file:
```
! wB97M-V def2-TZVPD RIJCOSX def2/J DEFGRID3
* xyz 0 1
C -0.44848 -2.14020 -0.75759
C 0.87957 -1.83619 -0.53180
C -1.50039 -1.27688 -0.34856
C -0.43996 0.73129 0.67764
C 0.88681 0.64543 -0.00960
C -1.45966 -0.17161 0.46365
C 1.42158 -0.67363 0.05783
C 1.44477 1.55801 -0.76341
C 2.08169 2.49775 -1.35765
C -2.77365 0.29442 1.15902
N 3.39526 0.01326 1.19366
O 2.68286 -0.84327 0.62674
H -0.56660 -3.04949 -1.29525
H 1.64101 -2.58012 -0.72865
H -2.51940 -1.55763 -0.64111
H -0.54905 1.40243 1.43629
H 2.03993 2.72588 -2.37955
H 2.77472 3.22873 -0.80238
H -2.93636 1.19937 0.67741
H -2.51191 0.27822 2.26313
H -3.54275 -0.44576 1.06017
*
```

The gap between HOMO and LUMO (alpha / beta) is 7.021 / 7.055 eV. The calculation puts the energy above the lowest of the compared OMol25 structures with the same formula, charge and spin at 852.87 kJ/mol. The value obtained for the HOMO energy (alpha / beta) is -7.81 / -7.68 eV. Its electronic energy is -516.13907 a.u.

Entry from the OMol25 dataset: an isolated molecule of C5H8O (ωB97M-V with the def2-TZVPD basis set).

ORCA input file:
```
! wB97M-V def2-TZVPD RIJCOSX def2/J DEFGRID3
* xyz 0 1
C 1.09787 0.53181 0.24676
C 1.06202 -0.99544 -0.01768
C -0.37628 -0.85468 -0.53399
O -1.37918 -0.82131 0.49644
C -1.43549 0.61747 0.46282
C -0.25160 0.68460 -0.49708
H 1.01327 0.80880 1.30273
H 1.95050 1.06266 -0.18307
H 1.23392 -1.67383 0.82297
H 1.72883 -1.26988 -0.84232
H -0.69130 -1.45467 -1.39471
H -1.26192 1.06161 1.45191
H -2.39254 0.98055 0.06563
H -0.29810 1.32231 -1.38040
*
```

The gap between HOMO and LUMO is 10.677 eV. The calculation puts the energy above the lowest of the compared OMol25 structures with the same formula, charge and spin at 200.50 kJ/mol. The value obtained for the HOMO energy is -9.50 eV. Its electronic energy is -270.48153 a.u. Its structure (SMILES) is C1C[C@H]2OC[C@@H]12.

Entry from the OMol25 dataset: an isolated molecule of C10H10O in a non-equilibrium geometry (ωB97M-V with the def2-TZVPD basis set).

ORCA input file:
```
! wB97M-V def2-TZVPD RIJCOSX def2/J DEFGRID3
* xyz 0 1
C 1.48001 -1.58112 -1.94179
C 0.70283 -0.55595 -2.60851
C 1.53047 -1.67693 -0.56438
C -0.13889 0.10242 -1.84526
C 0.96530 -0.97794 1.62421
C 0.82340 -0.79354 0.29449
C -0.10909 0.14227 -0.40489
C -0.75611 1.13792 0.12301
C 0.03542 -0.34656 2.76168
C -1.25662 2.49663 0.07061
O -0.61619 0.74896 2.32242
H 2.11459 -2.27536 -2.48891
H 0.66958 -0.52992 -3.62200
H 2.18081 -2.42504 -0.16448
H -0.90877 0.84623 -2.20375
H 1.74728 -1.65225 1.89935
H -0.73853 -1.16090 3.15188
H 0.70247 -0.32117 3.64053
H -2.33011 2.71245 0.30323
H -0.89771 3.01449 -0.84336
H -0.67636 2.92151 0.81998
*
```

The gap between HOMO and LUMO is 7.166 eV. The calculation puts the energy above the lowest of the compared OMol25 structures with the same formula, charge and spin at 621.51 kJ/mol. The value obtained for the HOMO energy is -7.52 eV. Its electronic energy is -462.07224 a.u.

Entry from the OMol25 dataset: a cluster of 3 separate species, C3H10OS2 in total in a non-equilibrium geometry (ωB97M-V with the def2-TZVPD basis set).

ORCA input file:
```
! wB97M-V def2-TZVPD RIJCOSX def2/J DEFGRID3
* xyz 0 1
C -0.52175 1.47615 -1.14382
C -1.21045 0.99632 0.12733
S -2.00924 -0.56631 -0.09622
S 1.89443 0.32624 0.30456
C 1.48178 -1.26139 -0.37264
H 0.17577 2.28917 -0.96261
H 0.03139 0.62421 -1.53737
H -1.25878 1.75295 -1.89578
H -1.96752 1.70150 0.48549
H -0.47134 0.89596 0.95334
H 1.78861 -2.04078 0.32307
H 1.97885 -1.44818 -1.32612
H 0.38437 -1.32556 -0.56080
H 0.56020 -0.74928 1.87227
H -0.80190 -1.26491 1.61457
O -0.05441 -1.40607 2.21473
*
```

The gap between HOMO and LUMO is 4.807 eV. The calculation puts the energy above the lowest of the compared OMol25 structures with the same formula, charge and spin at 410.70 kJ/mol. The value obtained for the HOMO energy is -8.90 eV. Its electronic energy is -991.75520 a.u.

Entry from the OMol25 dataset: a cluster of 2 separate species, CCl4OS in total in a non-equilibrium geometry (ωB97M-V with the def2-TZVPD basis set).

ORCA input file:
```
! wB97M-V def2-TZVPD RIJCOSX def2/J DEFGRID3
* xyz 0 3
C 0.38872 -0.17336 -2.10573
O -1.19809 0.75110 2.22633
S -0.65606 -0.33074 1.47101
Cl -1.22252 0.23740 -2.42504
Cl 1.46076 0.92234 -2.74097
Cl 0.04317 -1.72263 2.84480
Cl 1.18401 0.31588 0.72960
*
```

The gap between HOMO and LUMO (alpha / beta) is 7.783 / 8.931 eV. The calculation puts the energy above the lowest of the compared OMol25 structures with the same formula, charge and spin at 0.00 kJ/mol. The value obtained for the HOMO energy (alpha / beta) is -8.42 / -11.05 eV. Its electronic energy is -2352.14025 a.u.

- Which of these has the lowest electronic energy?
  CCl4OS

What did the seventh record say?
Entry from the OMol25 dataset: a cluster of 2 separate species, CCl4OS in total in a non-equilibrium geometry (ωB97M-V with the def2-TZVPD basis set).

ORCA input file:
```
! wB97M-V def2-TZVPD RIJCOSX def2/J DEFGRID3
* xyz 0 3
C 0.38872 -0.17336 -2.10573
O -1.19809 0.75110 2.22633
S -0.65606 -0.33074 1.47101
Cl -1.22252 0.23740 -2.42504
Cl 1.46076 0.92234 -2.74097
Cl 0.04317 -1.72263 2.84480
Cl 1.18401 0.31588 0.72960
*
```

The gap between HOMO and LUMO (alpha / beta) is 7.783 / 8.931 eV. The calculation puts the energy above the lowest of the compared OMol25 structures with the same formula, charge and spin at 0.00 kJ/mol. The value obtained for the HOMO energy (alpha / beta) is -8.42 / -11.05 eV. Its electronic energy is -2352.14025 a.u.

- Which of these has the lowest electronic energy?
  CCl4OS

- Among the records above, which one has the highest electronic energy?
  C5H8O